1.
{
  "formula": "C27H32N4O3Zr",
  "method": "ωB97M-V/def2-TZVPD",
  "species": ["N", "H", "H", "H", "C", "H", "C", "C", "O", "H", "C", "C", "H", "C", "H", "H", "H", "C", "C", "N", "H", "C", "C", "C", "C", "H", "N", "O", "H", "H", "C", "H", "H", "H", "C", "H", "H", "C", "C", "H", "Zr", "H", "O", "H", "C", "H", "C", "H", "H", "H", "C", "C", "C", "C", "N", "H", "H", "C", "H", "H", "H", "C", "H", "H", "C", "C", "C"],
  "xyz": [[-1.814, -1.109, 0.856], [-0.030, 3.109, 5.071], [1.653, -3.893, -1.849], [-3.278, -0.397, -1.952], [2.132, -1.324, 1.949], [-1.164, -3.268, -1.716], [2.843, 1.252, -0.696], [-0.493, 1.177, 2.343], [-1.308, -0.891, -2.194], [0.804, -2.556, -2.627], [1.257, -3.288, 0.640], [2.009, 1.073, -1.815], [0.149, -2.162, 2.125], [-2.353, 3.719, -2.585], [3.106, 3.639, -3.721], [-2.484, -4.360, 0.101], [2.229, -2.231, -1.629], [2.122, 1.934, -2.896], [3.865, 3.171, -1.765], [0.477, -2.713, -0.521], [-0.035, 2.945, -0.266], [1.347, -2.852, -1.733], [-2.098, 1.379, -2.247], [-1.461, 1.510, 4.949], [-2.609, -2.257, 0.361], [-3.480, -2.396, 1.000], [-1.158, 1.568, -1.313], [1.112, 0.056, -1.857], [-1.037, 4.919, -1.370], [0.934, -4.318, 0.783], [-1.366, 3.924, -1.635], [-1.827, 1.647, 5.958], [4.583, 3.979, -1.755], [-2.977, -1.177, 2.529], [-0.448, 2.330, 4.445], [2.302, -3.330, 0.336], [-3.478, 2.220, -3.650], [-2.135, -0.684, 2.042], [-0.798, 2.827, -1.022], [-1.371, -3.753, 1.300], [-0.016, -0.370, -0.284], [-0.554, -0.607, -2.745], [-0.050, 1.024, 1.090], [1.940, -0.674, 2.804], [3.773, 2.304, -0.701], [-2.977, -2.034, -0.640], [-0.727, -3.576, -0.768], [1.418, -3.162, 2.775], [-2.787, -0.104, 4.505], [-2.823, 4.558, -3.082], [-2.434, -0.056, -2.546], [2.840, 0.368, 0.453], [-1.991, 0.536, 4.140], [0.029, 2.173, 3.156], [1.975, -0.548, 0.700], [-2.676, -0.204, -3.595], [1.490, 1.768, -3.759], [-1.514, 0.344, 2.829], [4.427, 2.423, 0.157], [3.653, 0.524, 1.163], [-0.368, -4.599, -0.897], [-1.793, -3.543, 0.314], [0.803, 2.818, 2.757], [3.160, -1.679, 2.021], [-2.722, 2.421, -2.901], [3.033, 2.975, -2.868], [1.172, -2.503, 1.943]],
  "forces_ev_per_a": [[-0.47, -0.29, 0.24], [-0.01, -0.03, -0.03], [-0.03, -0.06, 0.02], [-0.04, -0.03, 0.06], [-0.03, -0.02, -0.14], [-0.01, 0.02, -0.05], [0.05, -0.07, 0.22], [0.07, 0.06, -0.22], [0.10, 0.00, 0.07], [-0.04, 0.04, -0.01], [0.01, 0.05, -0.05], [-0.03, -0.26, -0.16], [-0.01, -0.02, 0.02], [-0.05, 0.05, -0.05], [0.00, -0.03, 0.03], [-0.01, -0.01, 0.00], [0.05, 0.06, 0.02], [-0.06, 0.04, -0.14], [-0.04, 0.01, -0.08], [0.00, -0.21, 0.06], [0.03, -0.02, 0.02], [-0.14, -0.10, 0.11], [0.07, -0.02, 0.04], [0.08, 0.09, 0.02], [0.11, 0.05, 0.05], [-0.05, 0.00, 0.05], [-0.07, -0.06, 0.09], [0.73, 0.46, -0.51], [-0.01, -0.03, 0.00], [-0.03, -0.03, 0.03], [-0.02, 0.09, -0.03], [0.01, 0.00, -0.04], [-0.02, -0.02, 0.00], [-0.03, -0.01, 0.06], [-0.04, 0.00, 0.07], [0.04, -0.03, 0.00], [0.02, 0.01, 0.02], [0.06, 0.02, -0.09], [-0.04, -0.14, 0.04], [-0.01, -0.02, -0.01], [-0.42, 0.35, -0.36], [-0.08, -0.10, -0.24], [-0.37, 0.04, 0.84], [-0.03, 0.06, 0.05], [0.06, 0.01, 0.10], [-0.01, 0.03, -0.04], [0.09, 0.07, 0.05], [0.02, -0.02, 0.02], [0.04, 0.03, -0.01], [0.01, -0.02, 0.01], [0.13, 0.00, 0.07], [0.07, -0.02, -0.25], [-0.08, -0.09, 0.01], [0.12, 0.13, 0.02], [0.41, 0.03, 0.26], [-0.02, -0.01, -0.08], [0.02, 0.02, 0.00], [-0.21, -0.15, -0.03], [-0.02, 0.00, -0.04], [0.09, -0.06, 0.00], [0.02, -0.07, 0.00], [0.05, 0.04, 0.03], [-0.02, -0.01, 0.04], [0.06, -0.02, -0.01], [-0.07, 0.08, -0.08], [0.05, 0.04, 0.01], [-0.06, 0.10, -0.10]],
  "lowdin_charge": [-0.09, 0.12, 0.11, 0.13, -0.17, 0.12, -0.14, -0.30, -0.17, 0.09, -0.16, -0.31, 0.09, -0.01, 0.12, 0.14, 0.09, 0.00, -0.05, -0.28, 0.12, -0.06, -0.24, -0.05, -0.18, 0.12, 0.03, -0.30, 0.12, 0.13, -0.01, 0.12, 0.12, 0.14, -0.02, 0.13, 0.13, -0.05, -0.09, 0.12, 1.87, 0.09, -0.27, 0.13, -0.01, 0.10, -0.18, 0.14, 0.13, 0.13, -0.10, -0.05, -0.01, 0.01, -0.09, 0.15, 0.13, -0.14, 0.13, 0.15, 0.13, -0.14, 0.13, 0.14, 0.01, -0.03, -0.16],
  "homo_lumo_gap_ha": 0.2944,
  "total_charge": 2,
  "e_homo_ev": -14.050,
  "e_tot_ev": -41893.567
}

2.
{
  "formula": "C3H7N2O3S",
  "method": "ωB97M-V/def2-TZVPD",
  "species": ["H", "H", "H", "H", "O", "H", "N", "C", "C", "O", "S", "H", "N", "H", "O", "C"],
  "xyz": [[3.447, -0.128, 0.541], [0.389, -1.571, 1.441], [2.753, 0.191, -1.072], [0.401, 0.245, -1.559], [1.279, -1.459, 1.214], [-3.209, 1.794, -1.068], [-2.594, 1.284, 0.647], [0.343, -0.147, -0.543], [1.400, -0.718, 0.040], [-1.512, -0.974, 1.203], [-1.376, 0.067, 0.120], [3.281, -1.520, -0.913], [-2.929, 2.290, -0.178], [-2.473, 1.656, 1.620], [-2.069, -0.403, -1.108], [2.869, -0.607, -0.385]],
  "forces_ev_per_a": [[-0.85, -1.63, -2.00], [-2.90, 0.02, 0.36], [0.70, 0.77, -1.13], [0.20, 0.25, 0.39], [3.11, 0.71, -1.10], [0.33, 0.47, 1.07], [-1.45, 2.35, -0.31], [0.22, 0.17, -0.13], [0.00, -1.05, 1.44], [0.75, 1.18, -0.18], [0.25, -4.05, -0.38], [-0.19, 1.00, 1.14], [-0.33, -1.30, 0.14], [0.57, -0.51, -1.09], [0.20, 1.26, 0.29], [-0.62, 0.37, 1.49]],
  "lowdin_charge": [0.12, 0.01, 0.03, 0.07, 0.00, 0.00, -0.32, -0.16, -0.44, -0.46, 0.63, 0.09, -0.15, 0.09, -0.45, -0.05],
  "homo_lumo_gap_ha": [0.2460, 0.2335],
  "total_charge": -1,
  "e_homo_ev": [-3.047, -2.688],
  "smiles": "C/C(O)=C/S(=O)(=O)N[NH-]",
  "e_tot_ev": -23179.393
}

3.
{
  "formula": "C38H39IrN5O7PS3",
  "method": "ωB97M-V/def2-TZVPD",
  "species": ["H", "N", "H", "O", "H", "N", "H", "H", "H", "S", "C", "H", "C", "H", "C", "C", "C", "H", "C", "H", "H", "C", "H", "H", "H", "C", "C", "O", "C", "H", "H", "H", "H", "C", "C", "Ir", "C", "H", "H", "N", "C", "H", "C", "C", "N", "P", "C", "C", "C", "H", "H", "C", "H", "O", "C", "C", "O", "C", "H", "H", "O", "H", "C", "C", "H", "C", "H", "C", "C", "C", "C", "H", "C", "S", "C", "C", "H", "H", "H", "H", "C", "N", "S", "O", "H", "O", "C", "H", "H", "C", "H", "C", "H", "C"],
  "xyz": [[4.251, 1.379, 4.830], [-1.134, -1.817, 0.466], [3.364, -3.705, 6.823], [4.163, -5.895, 5.722], [2.109, -5.521, 4.392], [2.846, -5.363, 3.714], [0.813, 4.547, -1.465], [-3.111, 5.421, 2.233], [-1.899, 0.583, -1.605], [4.272, -5.132, 4.513], [0.857, -3.622, 1.041], [2.003, -0.281, -2.391], [-0.991, -2.936, -0.423], [0.565, 2.371, -5.493], [4.280, -3.410, 4.909], [-1.643, -1.280, 2.584], [3.624, -1.619, 6.350], [-2.757, 0.198, -3.888], [-0.684, -1.528, 5.627], [0.146, -1.241, 4.980], [3.192, -1.274, 7.283], [4.627, -1.141, 4.224], [2.935, 1.059, 5.961], [-2.040, -0.007, 4.909], [3.383, -4.232, 2.062], [1.321, -4.783, 1.875], [-2.288, -3.683, -0.665], [4.649, 0.814, 1.182], [-0.507, 3.355, 1.601], [0.010, -3.039, -5.005], [-2.725, -3.931, 0.297], [-1.264, -3.843, -3.039], [4.945, 5.256, -0.627], [3.714, -2.977, 6.102], [-0.793, 3.027, 0.275], [0.549, -0.283, 0.451], [4.191, 3.334, -0.066], [5.120, 2.979, 0.357], [4.957, -0.433, 3.473], [-1.714, -2.175, 1.587], [-0.212, 1.747, -2.253], [-2.106, -4.600, -1.221], [-1.922, 3.561, -0.336], [3.958, 0.789, 5.696], [-2.256, -1.682, 3.718], [0.354, 1.861, -0.524], [-1.335, 4.216, 2.299], [4.745, -2.500, 3.971], [0.178, -2.600, -4.031], [-2.979, -3.046, -1.218], [1.536, -5.648, 1.246], [4.071, -0.684, 5.414], [-0.541, -1.055, 6.600], [2.279, 0.868, 1.824], [-1.377, 1.000, -2.461], [4.083, 4.602, -0.612], [5.318, -5.362, 3.565], [-0.540, -3.049, -2.932], [-1.107, 4.466, 3.328], [5.178, -2.853, 3.045], [-0.118, -3.971, 0.196], [-2.603, -2.629, 3.685], [2.512, -4.360, 2.707], [-0.311, -2.465, -1.698], [0.364, 2.921, 2.084], [1.766, 4.193, -1.090], [-2.843, -1.374, 5.668], [-2.754, 4.421, 0.371], [1.279, -1.058, -2.597], [-2.012, -1.089, 5.022], [0.013, 1.990, -4.643], [-1.516, 1.081, -5.842], [3.090, 2.489, -0.043], [3.284, 0.892, 0.744], [2.866, 5.035, -1.120], [0.482, 2.233, -3.357], [-2.154, 3.315, -1.365], [2.305, -3.387, 3.160], [4.597, 1.070, 6.535], [1.399, 2.791, -3.221], [1.863, 2.902, -0.572], [0.566, -1.472, -1.551], [-0.878, 0.239, 2.474], [2.904, -0.096, -0.287], [0.471, -5.052, 2.513], [1.340, -2.520, 1.177], [-1.153, 1.266, -4.839], [-0.659, -2.610, 5.769], [2.768, 6.032, -1.531], [-1.850, 0.773, -3.742], [1.707, -1.231, -4.686], [-2.462, 4.750, 1.685], [-3.630, 4.835, -0.111], [1.115, -1.598, -3.860]],
  "forces_ev_per_a": [[-0.01, -0.01, -0.03], [0.02, 0.10, -0.06], [0.01, 0.01, 0.01], [0.00, -0.03, -0.02], [0.00, 0.02, 0.02], [-0.14, -0.08, 0.05], [0.00, -0.01, 0.00], [0.00, 0.00, 0.00], [-0.01, 0.00, -0.01], [0.07, 0.12, 0.05], [0.08, -0.05, -0.09], [-0.01, 0.01, -0.01], [-0.02, -0.10, 0.01], [0.00, 0.00, 0.00], [0.02, -0.09, 0.04], [0.06, 0.21, 0.10], [0.00, 0.01, -0.04], [0.01, 0.01, 0.00], [0.01, 0.05, 0.01], [-0.01, 0.00, 0.00], [0.01, 0.00, 0.00], [0.04, 0.00, -0.03], [-0.03, -0.01, -0.01], [0.00, 0.01, 0.01], [-0.02, 0.00, 0.02], [-0.08, -0.10, 0.07], [-0.01, 0.04, 0.00], [0.08, 0.01, 0.05], [-0.01, -0.01, -0.01], [0.00, 0.00, 0.00], [0.00, 0.00, 0.00], [0.01, 0.00, 0.00], [-0.01, 0.01, 0.00], [0.00, 0.00, -0.01], [-0.05, -0.06, -0.01], [-0.08, 0.40, 0.10], [0.01, -0.05, 0.01], [0.00, 0.01, 0.00], [-0.01, 0.02, 0.00], [-0.10, -0.22, -0.05], [-0.04, 0.00, -0.01], [-0.01, 0.00, 0.00], [0.04, 0.02, 0.00], [0.00, -0.01, 0.00], [0.05, 0.01, 0.02], [-0.13, -0.17, 0.03], [0.02, 0.01, 0.01], [-0.03, 0.06, 0.02], [-0.03, -0.03, 0.01], [0.00, -0.01, -0.01], [-0.03, 0.01, 0.00], [-0.02, 0.00, 0.03], [0.02, -0.01, 0.01], [0.11, 0.04, -0.06], [0.02, 0.02, 0.01], [-0.06, 0.01, -0.02], [0.07, 0.00, -0.04], [-0.01, -0.03, -0.04], [0.00, 0.00, -0.01], [0.04, 0.01, 0.02], [0.00, 0.14, 0.07], [-0.01, 0.00, -0.02], [0.10, 0.03, -0.04], [0.06, 0.05, 0.06], [0.00, 0.03, 0.00], [0.00, -0.03, 0.01], [-0.01, 0.00, 0.00], [0.00, 0.01, 0.00], [-0.03, 0.00, 0.05], [-0.02, -0.02, -0.02], [0.00, -0.01, -0.01], [0.00, 0.00, 0.00], [-0.06, -0.03, 0.02], [-0.05, -0.11, 0.05], [0.06, 0.03, 0.00], [0.00, 0.00, 0.03], [0.00, 0.00, 0.00], [0.00, -0.02, -0.02], [0.01, -0.01, 0.00], [0.00, -0.01, 0.00], [0.03, -0.02, 0.01], [0.07, -0.03, -0.16], [0.02, -0.14, -0.05], [0.04, 0.04, 0.04], [0.02, -0.07, -0.02], [-0.12, 0.04, -0.15], [0.02, 0.01, 0.01], [0.00, -0.01, 0.00], [0.01, 0.00, 0.00], [0.00, -0.02, 0.02], [0.00, 0.01, 0.01], [0.01, -0.01, -0.02], [0.00, 0.00, 0.00], [0.02, 0.00, -0.02]],
  "lowdin_spin": [0.00, 0.49, 0.00, 0.00, 0.00, 0.00, 0.00, 0.00, 0.00, 0.00, 0.01, 0.00, 0.04, 0.00, 0.00, 0.11, 0.00, 0.00, 0.01, 0.00, 0.00, 0.00, 0.00, 0.01, 0.00, 0.00, 0.01, 0.02, 0.00, 0.00, 0.00, 0.00, 0.00, 0.00, 0.00, 2.24, 0.00, 0.00, 0.00, 0.24, 0.01, 0.00, 0.00, 0.00, 0.10, 0.06, 0.00, 0.00, 0.00, 0.00, 0.00, 0.00, 0.00, 0.08, 0.00, 0.00, 0.00, 0.00, 0.00, 0.00, 0.03, 0.00, 0.00, 0.01, 0.00, 0.00, 0.00, 0.00, 0.01, 0.02, 0.00, 0.00, 0.00, 0.01, 0.00, 0.01, 0.00, 0.00, 0.00, 0.00, 0.02, 0.09, 0.21, 0.08, 0.00, 0.05, 0.01, 0.00, 0.00, 0.00, 0.00, 0.00, 0.00, 0.00],
  "homo_lumo_gap_ha": [0.2458, 0.2716],
  "total_charge": 0,
  "e_homo_ev": [-6.410, -8.106],
  "e_tot_ev": -106455.042,
  "multiplicity": 5
}